37
Properties=species:S:1:pos:R:3 method="wB97M-V/def2-TZVPD" total_charge=0 mol_weight_g_mol=266.3 orbital_gap_ev=7.712 e_above_lowest_kj_mol=1811.2 fmax_ev_per_a=15.68
C 2.8415 2.7728 3.6536
C 1.9298 1.8489 2.7697
C 2.5242 0.7607 1.9761
C 1.6657 0.0025 1.3864
C 0.2377 0.3210 1.4078
C -0.2548 1.2233 2.3526
C 0.5201 2.0598 3.1335
H 0.2833 2.8969 3.4580
H -1.1798 1.3623 2.3157
O -0.5088 -0.7690 0.8473
C -1.4695 -0.5151 0.2068
C -1.0891 -0.1611 -1.2837
N -0.8067 1.0491 -1.7629
O -0.4777 1.8009 -0.7789
H -0.0584 2.6876 -1.3788
C -1.5251 -1.3432 -2.1186
C -3.1471 -1.3289 -2.5239
H -3.3876 -0.4664 -2.9226
H -3.1371 -2.2918 -3.3855
H -3.5703 -1.6648 -1.5609
C -0.9355 -2.5652 -1.6818
H 0.0728 -2.6514 -1.0878
H -1.5835 -3.0855 -0.8221
H -1.0045 -3.5233 -2.2701
C -0.4989 -1.0174 -3.7455
H -1.0626 -0.1386 -4.0594
H -1.0551 -1.7112 -4.2554
H 0.4471 -1.1087 -3.4390
H -2.0669 0.5424 0.7086
H -2.4409 -1.2162 0.3439
N 2.4281 -1.0674 0.5712
O 3.5582 -0.7282 0.2763
O 1.6913 -2.0292 0.2525
H 3.5381 0.8359 2.0603
H 2.6199 3.9326 3.4404
H 4.0525 2.4974 3.3448
H 2.8495 2.7883 4.5714

---

176
Properties=species:S:1:pos:R:3 method="wB97M-V/def2-TZVPD" total_charge=0 mol_weight_g_mol=1290.9 orbital_gap_ev=9.642 smiles="O=S1(=O)CCCC1.O=S1(=O)CCCC1.O=S1(=O)CCCC1.O=S1(=O)CCCC1.O=S1(=O)CCCC1.O=S1(=O)CCCC1.O=S1(=O)CCCC1.O=S1(=O)CCCC1.O=S1(=O)CCCC1.COC[C@H](C)N.CC(C)O.CC(C)O" fmax_ev_per_a=1.59
O 4.5575 0.4592 -5.6883
S 3.4523 -0.3194 -6.1929
O 3.0225 -0.1789 -7.5566
C 3.7167 -2.0627 -5.8000
C 2.4787 -2.4660 -5.0044
C 2.1037 -1.2599 -4.1491
C 2.0586 -0.0637 -5.0791
H 4.5645 -2.0988 -5.1173
H 3.8941 -2.6139 -6.7172
H 1.6625 -2.7988 -5.6562
H 2.6598 -3.3461 -4.3844
H 2.9422 -1.1440 -3.4475
H 1.2317 -1.4216 -3.5180
H 2.0338 0.9238 -4.6291
H 1.1836 -0.1818 -5.7231
O 6.9163 -2.4512 1.8703
S 5.4957 -2.4256 1.6451
O 4.5897 -2.6975 2.7361
C 5.0106 -0.9298 0.7392
C 3.9374 -1.4341 -0.2080
C 4.4413 -2.7366 -0.8268
C 5.0943 -3.5624 0.2958
H 5.9490 -0.6549 0.2542
H 4.7379 -0.1694 1.4674
H 2.9912 -1.5384 0.3283
H 3.7584 -0.6674 -0.9684
H 5.2552 -2.4669 -1.5032
H 3.6570 -3.2786 -1.3489
H 6.0129 -4.0438 -0.0325
H 4.4679 -4.3510 0.7074
O 2.0374 -6.7743 3.4094
S 1.0894 -6.1838 2.5040
O 0.4267 -6.9894 1.5040
C -0.1461 -5.2384 3.4141
C 0.2491 -3.7655 3.3216
C 0.9031 -3.5879 1.9466
C 1.8316 -4.7444 1.7022
H -0.3771 -5.6400 4.3978
H -1.0701 -5.3761 2.8424
H -0.6304 -3.1545 3.5115
H 1.0145 -3.5248 4.0649
H 1.4094 -2.6215 1.9222
H 0.1427 -3.5496 1.1611
H 2.7964 -4.6671 2.2143
H 2.1066 -5.0176 0.6846
O 1.9526 5.1349 -3.2542
S 2.1653 4.0832 -2.2995
O 1.6249 2.7567 -2.5377
C 3.9448 3.8843 -2.0457
C 4.0081 3.4225 -0.6089
C 3.1068 4.4228 0.1381
C 1.7563 4.5494 -0.5846
H 4.3925 4.8752 -2.1140
H 4.2604 3.2389 -2.8628
H 3.6918 2.3871 -0.4642
H 5.0064 3.4960 -0.1734
H 3.5769 5.4076 0.1444
H 3.0289 4.1111 1.1790
H 1.3889 5.5708 -0.5720
H 0.9956 3.8244 -0.2969
O -1.5861 5.2917 -1.4487
S -2.8407 5.1537 -0.7444
O -3.9628 5.9735 -1.1205
C -3.2805 3.3896 -0.7551
C -3.2731 2.9608 0.7215
C -2.3544 3.8842 1.5007
C -2.6196 5.3051 1.0498
H -2.3801 2.9303 -1.1685
H -4.1638 3.2011 -1.3539
H -4.2949 2.9205 1.1084
H -2.9166 1.9283 0.7527
H -1.3214 3.5925 1.2691
H -2.4029 3.7741 2.5851
H -1.8617 6.0548 1.2608
H -3.5935 5.6527 1.3948
O -3.2968 -0.7732 5.8747
S -4.3769 -0.4400 4.9889
O -5.4839 0.3830 5.4156
C -3.7986 0.3455 3.4537
C -4.4564 -0.4398 2.3245
C -4.5326 -1.9081 2.7822
C -5.0280 -1.9257 4.2227
H -2.7169 0.1826 3.4157
H -4.0095 1.4075 3.5214
H -5.4681 -0.0705 2.1456
H -3.8689 -0.3580 1.4123
H -3.4941 -2.2568 2.7664
H -5.1306 -2.5070 2.1014
H -4.6573 -2.8018 4.7496
H -6.1134 -1.8781 4.2876
O 0.4812 7.2743 5.3416
S 1.3636 6.1985 4.9837
O 2.7661 6.2365 5.3103
C 0.6980 4.5892 5.4767
C 0.1309 3.9652 4.2196
C 1.0901 4.3604 3.0782
C 1.2199 5.8667 3.2057
H 0.0376 4.6394 6.3378
H 1.5846 4.0246 5.7753
H -0.0025 2.8893 4.2994
H -0.8064 4.4557 3.9390
H 0.6349 4.0950 2.1251
H 2.0804 3.9223 3.2238
H 0.2934 6.3642 2.9037
H 2.0213 6.3806 2.6786
O -1.4722 -4.4568 -0.9644
S -0.2567 -4.6081 -1.7291
O 0.8550 -3.7044 -1.5258
C 0.3812 -6.3273 -1.6609
C 0.2671 -6.9040 -3.0683
C 0.2127 -5.7556 -4.0615
C -0.6921 -4.6869 -3.4940
H -0.2572 -6.7913 -0.9141
H 1.3946 -6.2051 -1.2850
H 1.0474 -7.6352 -3.2742
H -0.6421 -7.5146 -3.0657
H -0.1102 -6.0611 -5.0561
H 1.2367 -5.3849 -4.1675
H -1.7186 -5.0532 -3.5203
H -0.5847 -3.6670 -3.8569
O -3.6703 1.4524 -6.0915
S -3.3345 2.0360 -4.8169
O -4.3918 2.5163 -3.9561
C -2.2701 0.8854 -3.9143
C -0.8308 1.3844 -4.1024
C -0.9477 2.9021 -4.1170
C -2.1017 3.3146 -5.0333
H -2.5513 -0.1288 -4.1626
H -2.4820 1.0665 -2.8563
H -0.1995 1.0352 -3.2923
H -0.5257 1.0388 -5.0928
H -0.0280 3.3631 -4.4727
H -1.1378 3.2993 -3.1183
H -1.8048 3.3918 -6.0774
H -2.4894 4.2825 -4.7207
C -6.4032 0.8772 -0.5668
O -5.8714 -0.3965 -0.7853
C -4.6140 -0.3879 -1.4210
C -4.3372 -1.7585 -2.0070
C -4.8177 -2.9312 -1.1542
N -2.8931 -1.9315 -2.2726
H -7.4840 0.8008 -0.4623
H -6.2527 1.5857 -1.3935
H -5.9504 1.3690 0.3017
H -4.5816 0.3530 -2.2288
H -3.8198 -0.0937 -0.7144
H -4.8858 -1.8553 -2.9516
H -4.6042 -3.8629 -1.6752
H -5.8902 -2.8763 -0.9735
H -4.3314 -2.8975 -0.1744
H -2.6200 -2.8417 -1.9142
H -2.6366 -1.9475 -3.2500
C 3.6709 1.0502 5.7724
C 2.4412 0.9194 4.9005
C 2.3628 -0.4401 4.2385
O 1.2816 1.1690 5.7173
H 3.7304 0.2470 6.5173
H 3.6535 1.9740 6.3560
H 4.6183 0.9961 5.2340
H 2.4404 1.6769 4.1094
H 3.2502 -0.5571 3.6094
H 1.4892 -0.5520 3.5985
H 2.3831 -1.2479 4.9715
H 1.5555 0.9676 6.6178
C -0.0694 -0.7311 -0.8390
C -0.2315 0.4813 0.0531
C 0.9805 0.6024 0.9793
O -0.3189 1.6919 -0.7038
H -0.8967 -0.7645 -1.5544
H -0.2521 -1.6358 -0.2582
H 0.8849 -0.7081 -1.3661
H -1.1349 0.4182 0.6651
H 1.8419 0.8757 0.3602
H 1.2148 -0.3750 1.4074
H 0.8258 1.3229 1.7831
H 0.5068 1.7454 -1.2114

---

118
Properties=species:S:1:pos:R:3 method="wB97M-V/def2-TZVPD" total_charge=0 mol_weight_g_mol=900.7 orbital_gap_ev=8.810 e_above_lowest_kj_mol=0.0 smiles="O=C1OCCO1.O=C1OCCO1.O=C1OCCO1.CNC(C)=O.CNC(C)=O.CNC(C)=O.CNC(C)=O.CNC(C)=O.CNC(C)=O.ClCCCl.ClCCCl" fmax_ev_per_a=1.85
O -8.8112 -15.2557 -8.7903
C -8.7820 -14.3469 -8.0420
O -9.4467 -14.2792 -6.8679
C -9.3592 -12.9906 -6.2992
C -8.1565 -12.3760 -7.0589
O -8.0222 -13.2325 -8.1884
H -10.3024 -12.4739 -6.4906
H -9.1608 -13.0446 -5.2324
H -7.2417 -12.4926 -6.4767
H -8.3873 -11.3654 -7.3786
O -11.4759 -10.9298 -4.6209
C -12.0313 -10.0213 -5.1441
O -13.3528 -9.9332 -5.3730
C -13.6523 -8.5699 -5.7307
C -12.3543 -8.1154 -6.3209
O -11.3950 -8.9329 -5.6433
H -14.5134 -8.5837 -6.3908
H -13.8730 -8.0534 -4.7918
H -12.1929 -7.0459 -6.2353
H -12.3286 -8.4223 -7.3725
O -7.5843 -11.6510 -3.5460
C -7.4436 -10.7076 -4.2602
O -8.4097 -10.1438 -5.0019
C -7.8488 -9.0600 -5.7606
C -6.3426 -9.1486 -5.5361
O -6.2626 -10.0798 -4.4526
H -8.1721 -9.1656 -6.7971
H -8.3583 -8.1700 -5.3905
H -5.9833 -8.1715 -5.2212
H -5.7571 -9.5329 -6.3660
C -17.8273 -16.3409 -1.9063
N -16.9997 -16.6844 -3.0317
C -15.6754 -16.9109 -2.9388
C -14.9215 -17.2554 -4.2069
O -15.0888 -16.7781 -1.8661
H -17.7895 -15.2778 -1.6588
H -17.5016 -16.8965 -1.0289
H -18.8660 -16.6124 -2.0865
H -17.4030 -16.7019 -3.9536
H -13.8624 -17.1408 -3.9999
H -15.3144 -16.6284 -5.0032
H -15.0467 -18.3256 -4.3872
C -12.5804 -15.5910 -0.1189
N -11.7285 -15.6285 1.0440
C -10.8953 -14.6179 1.3815
C -10.1574 -14.7294 2.7026
O -10.7439 -13.6202 0.6951
H -13.1300 -14.6540 -0.2094
H -13.3511 -16.3596 -0.0791
H -12.0440 -15.7676 -1.0538
H -11.7140 -16.4557 1.6114
H -10.4543 -15.5623 3.3420
H -10.2076 -13.8170 3.2916
H -9.1020 -14.8515 2.4538
C -13.4757 -19.0291 -7.1063
N -13.6672 -17.6174 -7.2329
C -14.5905 -17.0812 -8.0525
C -14.6481 -15.5656 -8.1375
O -15.3438 -17.7538 -8.7519
H -14.4358 -19.5258 -6.9390
H -12.8305 -19.2643 -6.2612
H -13.0506 -19.5157 -7.9892
H -13.0759 -16.9547 -6.7518
H -14.9677 -15.1435 -7.1775
H -15.3592 -15.1520 -8.8447
H -13.6396 -15.2351 -8.3983
C -10.7021 -13.5748 -2.8188
N -10.8856 -14.6478 -3.7911
C -11.9803 -14.8608 -4.5546
C -13.2450 -14.0920 -4.2420
O -11.9299 -15.5959 -5.5404
H -9.7416 -13.0671 -2.9286
H -10.7561 -14.0081 -1.8198
H -11.4291 -12.7826 -2.9662
H -10.0751 -15.1487 -4.1231
H -13.6843 -14.4431 -3.3102
H -13.9666 -14.1954 -5.0502
H -13.0406 -13.0183 -4.2195
C -9.9170 -17.9581 -6.9378
N -9.8896 -19.4154 -7.0869
C -9.9743 -20.0079 -8.3127
C -10.1369 -21.5122 -8.3364
O -9.8517 -19.3495 -9.3315
H -10.5793 -17.5696 -7.7152
H -8.9618 -17.5210 -7.2252
H -10.2316 -17.7379 -5.9261
H -10.2725 -19.9603 -6.3306
H -11.1913 -21.7634 -8.2238
H -9.5525 -21.9605 -7.5298
H -9.7352 -21.9177 -9.2593
C -13.8428 -11.9935 -7.9303
N -14.0356 -12.4132 -9.3128
C -13.1480 -12.8893 -10.2207
C -11.7006 -13.0442 -9.8119
O -13.5400 -13.2218 -11.3317
H -13.6464 -12.8314 -7.2621
H -14.6844 -11.3778 -7.6172
H -13.0301 -11.2578 -7.8798
H -15.0113 -12.3713 -9.5494
H -11.3767 -12.1367 -9.2952
H -11.1355 -13.2599 -10.7099
H -11.6006 -13.8603 -9.0920
Cl -7.1969 -14.6357 0.4818
C -7.4535 -13.1590 -0.5358
C -6.1589 -12.4722 -0.8203
Cl -4.9893 -13.3902 -1.8037
H -8.1428 -12.5434 0.0415
H -8.0354 -13.5298 -1.3730
H -5.6248 -12.0840 0.0403
H -6.4431 -11.6047 -1.4218
Cl -17.6076 -10.6460 -1.3435
C -17.2649 -12.1417 -0.4742
C -15.7840 -12.4106 -0.2862
Cl -14.9088 -12.6886 -1.7964
H -17.6304 -13.0082 -1.0252
H -17.7552 -12.1288 0.4963
H -15.7122 -13.3549 0.2614
H -15.2360 -11.7025 0.3321